{
  "formula": "C32H56N8",
  "method": "ωB97M-V with the def2-TZVPD basis set",
  "species": ["H", "H", "C", "H", "H", "H", "C", "H", "H", "C", "C", "H", "C", "C", "H", "C", "N", "C", "H", "C", "C", "H", "N", "H", "H", "H", "H", "H", "N", "C", "H", "H", "C", "H", "H", "H", "C", "C", "H", "H", "H", "H", "C", "H", "N", "C", "N", "H", "H", "H", "C", "H", "H", "H", "C", "C", "C", "H", "N", "H", "C", "H", "H", "C", "C", "C", "H", "C", "H", "H", "H", "C", "C", "H", "C", "H", "H", "C", "H", "H", "C", "H", "H", "H", "H", "H", "C", "N", "H", "H", "H", "H", "H", "C", "N", "H"],
  "coordinates": [[2.706, 0.439, -4.896], [5.664, 1.619, 0.401], [-6.867, -1.635, 0.118], [-1.253, 3.702, 6.276], [-6.682, -0.606, 2.068], [4.119, 1.072, -1.250], [3.748, 3.097, -2.105], [-2.304, 2.442, -4.454], [3.602, -4.807, -2.816], [-2.184, 4.059, 5.836], [3.059, -1.647, -4.251], [2.624, -1.811, -6.364], [5.778, 3.704, -0.037], [-1.775, 1.542, -4.770], [-2.650, 5.081, 4.007], [-4.715, -1.360, 6.227], [-3.160, -0.537, -0.890], [-2.337, -0.372, 5.773], [2.974, 0.379, -3.212], [0.570, -1.160, 0.419], [-1.832, 2.645, 3.218], [2.041, -1.953, -4.012], [-2.436, 1.681, 2.954], [0.019, -2.100, 0.414], [-7.954, -1.699, 0.084], [4.302, 0.156, -4.244], [-4.271, -0.088, 1.992], [1.210, -1.418, -1.629], [5.780, -1.669, -6.560], [0.821, -0.613, -1.006], [3.710, -2.140, -3.529], [-0.860, 4.339, 2.580], [-2.301, 1.024, -6.056], [1.592, 0.152, -0.916], [-0.082, 3.554, 3.994], [4.491, 3.043, -2.902], [0.607, 0.954, 1.766], [5.522, 2.317, -0.425], [-4.291, -2.025, 6.979], [3.157, -6.801, 0.966], [-5.578, -1.823, 5.750], [-1.918, -0.985, 6.571], [-0.256, 1.728, -4.671], [-2.735, 4.669, 6.551], [-2.706, 0.547, -7.070], [4.732, -1.858, -6.125], [2.168, -3.853, 1.678], [3.437, 2.333, -0.176], [1.514, -1.365, 0.924], [3.963, -6.638, -1.310], [3.363, -2.135, -5.632], [-2.816, 3.184, 5.679], [2.293, -6.339, -1.118], [-0.072, 3.200, -6.245], [3.268, -5.891, -0.926], [0.120, 3.143, -5.174], [-4.672, -0.756, 1.230], [-2.632, 0.611, 6.139], [5.999, 4.810, 0.281], [-1.185, 5.650, 4.676], [-0.189, -0.139, 1.290], [-6.538, -2.588, 0.533], [-3.208, -2.108, 4.843], [2.723, -4.742, 1.196], [-1.756, 4.734, 4.524], [4.135, 2.130, -0.988], [3.714, 4.130, -1.760], [-5.155, -0.179, 6.930], [4.518, -5.650, 0.739], [6.287, 2.106, -1.172], [-4.561, -1.742, 1.679], [-3.836, -0.630, 0.062], [-3.586, -1.156, 5.218], [-0.084, -0.165, -1.417], [3.253, -0.123, -4.139], [-0.625, -0.575, 2.189], [0.310, 0.936, -5.162], [3.599, -4.624, -1.741], [-1.013, 0.309, 0.736], [-1.591, -0.225, 4.993], [-6.232, -0.606, 1.076], [3.324, -3.222, -5.558], [0.047, 1.595, -3.632], [-6.472, 0.369, 0.652], [2.747, 2.800, -2.415], [2.869, -3.841, -1.533], [3.463, -5.842, 0.548], [-5.553, 0.809, 7.451], [1.178, 3.288, -4.956], [-0.446, 3.910, -4.644], [-3.981, -0.594, 4.372], [-6.461, -1.422, -0.871], [-2.158, 0.874, -3.999], [-1.028, 3.811, 3.519], [1.282, 1.813, 2.198], [4.596, -4.233, -1.542]],
  "forces_ev_per_angstrom": [[-0.05, -0.22, -0.31], [0.18, 0.28, 0.17], [0.99, -0.11, 1.03], [-0.12, -0.10, 0.56], [0.17, -0.25, 0.06], [-0.56, 0.05, -0.32], [0.30, -0.68, 0.21], [0.11, 0.39, -0.59], [-0.28, -0.24, 0.03], [0.81, -0.34, -0.34], [0.04, 1.48, 0.92], [0.13, 0.09, -0.04], [0.62, 2.56, 1.32], [-0.59, -0.74, 0.35], [-0.23, 0.11, -0.02], [0.88, -0.86, 0.09], [-1.41, -0.13, 2.10], [-1.18, -0.77, -0.26], [-0.30, -0.62, 0.34], [0.01, 0.48, 0.03], [-0.88, -2.46, -0.59], [-0.08, 0.12, 0.04], [0.97, 1.87, 0.52], [-0.11, 0.11, -0.10], [0.06, 0.56, 0.12], [0.15, -0.21, -0.29], [-0.14, 0.35, -0.07], [-0.13, 0.13, -0.21], [-0.33, -0.06, 0.28], [0.23, -0.27, 1.08], [0.04, -0.06, 0.02], [0.25, 0.00, 0.08], [-1.21, -1.48, -3.47], [0.02, 0.17, -0.25], [0.12, -0.48, -0.50], [-0.30, -0.01, -0.36], [2.54, 2.69, 1.33], [0.62, 0.43, -0.20], [-0.41, -0.31, 0.20], [0.16, 0.13, 0.29], [0.02, -0.13, 0.13], [0.23, 0.28, 0.16], [-0.23, 0.68, 0.07], [0.30, 0.36, -0.23], [1.63, 1.96, 4.03], [-0.20, 0.28, -0.16], [0.34, -0.64, -0.31], [-0.15, -0.48, 0.16], [0.04, -0.18, -0.16], [0.07, -0.30, 0.18], [0.71, -1.02, -0.47], [0.03, -0.05, -0.31], [-0.24, 0.53, -0.36], [0.10, 0.24, 0.02], [0.46, -0.42, -1.89], [0.39, -1.13, 0.32], [-1.41, -0.42, 1.15], [0.04, -0.08, 0.15], [-0.58, -2.60, -0.85], [0.32, -0.24, 0.21], [-0.70, -0.43, -0.33], [0.06, -0.46, -0.68], [-0.37, -0.17, 0.07], [-0.32, 0.33, 0.23], [-1.53, 0.36, -0.43], [-0.29, 0.55, 0.41], [0.01, -0.08, 0.15], [-1.65, 4.28, 1.71], [0.07, -0.20, 0.35], [0.03, -0.27, -0.15], [0.44, -0.28, -0.25], [1.35, 0.09, -2.64], [1.02, 1.50, -0.35], [0.00, -0.19, -0.17], [0.06, 0.43, 0.10], [-0.06, -0.28, -0.05], [-0.24, 0.08, -0.48], [-0.59, -0.02, 0.33], [-0.21, -0.14, -0.08], [-0.08, -0.12, 0.01], [-0.09, 0.96, -0.91], [-0.21, -0.19, -0.43], [-0.22, 0.29, 0.23], [0.22, 0.30, 0.19], [0.08, 0.22, -0.50], [0.06, 0.17, -0.03], [0.23, 0.73, 0.80], [1.50, -3.57, -1.78], [0.05, 0.29, -0.30], [-0.04, -0.05, -0.07], [0.05, -0.02, -0.16], [-0.11, -0.52, -0.09], [0.25, -0.58, -0.05], [-0.10, 0.85, 1.03], [-1.68, -2.02, -1.16], [0.03, -0.07, 0.39]],
  "lowdin_charge": [0.068, 0.122, -0.101, 0.075, 0.101, 0.095, -0.097, 0.115, 0.067, -0.097, -0.261, 0.126, -0.226, -0.203, 0.102, -0.208, 0.145, -0.089, 0.038, -0.243, -0.213, 0.106, 0.182, 0.099, 0.072, 0.077, 0.076, 0.056, 0.141, -0.085, 0.099, 0.123, -0.199, 0.056, 0.112, 0.080, -0.237, -0.205, 0.120, 0.123, 0.119, 0.072, -0.254, 0.075, 0.117, -0.220, 0.158, 0.103, 0.082, 0.108, -0.201, 0.056, 0.114, 0.078, -0.273, -0.092, -0.192, 0.054, 0.139, 0.108, -0.215, 0.069, 0.105, -0.200, -0.254, -0.280, 0.075, -0.227, 0.124, 0.121, 0.114, -0.219, -0.244, 0.061, -0.093, 0.112, 0.095, -0.098, 0.088, 0.051, -0.238, 0.114, 0.091, 0.101, 0.059, 0.058, -0.202, 0.137, 0.062, 0.074, 0.077, 0.074, 0.106, -0.190, 0.151, 0.080],
  "smiles": "CCCC#N.CCCC#N.CCCC#N.CCCC#N.CCCC#N.CCCC#N.CCCC#N.CCCC#N",
  "lumo_ev": 0.262,
  "total_energy_ev": -46010.5575,
  "homo_ev": -11.2,
  "total_charge": 0,
  "largest_force_ev_per_a": 4.90
}